No. 1
The following is a quantum chemistry calculation of a structure of composition C28H25BCl2CoF4N4O3, from the OMol25 dataset.

Positions of all 68 atoms, in Å:
Co1 -1.433520 0.888989 -1.352480
Cl1 -2.140219 5.223034 0.717286
Cl2 -2.946748 1.800776 -3.469135
F1 -0.077075 -2.505432 -3.923916
F2 -2.265361 -2.842147 -3.290981
F3 -1.151342 -0.919206 -2.649629
F4 -0.571910 -2.943784 -1.720625
O1 -1.911108 -1.337687 3.396034
O2 4.283952 -0.671474 2.131255
O3 2.606495 2.488137 -0.903216
N1 0.498571 0.382460 -0.578604
N2 -0.489389 -0.307016 1.438318
N3 -1.770274 2.626414 -0.791689
N4 1.789718 -0.485296 1.158348
C1 5.013577 -0.878546 0.916337
C2 3.819919 -2.808712 3.122143
C3 -3.760507 5.688902 -1.383047
C4 -4.404215 5.428621 -2.598645
C5 1.662423 -3.793732 2.826472
C6 4.036404 -0.217240 -2.814511
C7 -2.007053 -2.708885 3.731125
C8 -4.141263 4.197809 -3.209785
C9 1.246247 -2.693053 2.086858
C10 3.079689 -1.221930 -2.704714
C11 1.342692 3.160267 -0.708349
C12 1.924345 -0.979067 -1.984033
C13 -3.302790 3.289850 -2.617151
C14 -4.614127 -0.777574 0.967906
C15 2.638610 1.267635 -1.495655
C16 -3.877069 -0.236097 -0.075139
C17 2.104795 -1.611623 1.891845
C18 0.547010 -0.123362 0.602458
C19 1.684184 0.246696 -1.362891
C20 -1.892028 -0.428434 1.181291
C21 3.809484 1.009136 -2.219698
C22 -2.918992 4.776230 -0.799290
C23 2.941771 -3.856762 3.357016
C24 3.408896 -1.704213 2.398266
C25 -2.492614 -0.025088 -0.009034
C26 -2.591000 3.454619 -1.339499
C27 -2.612987 -0.987795 2.236568
C28 -3.980481 -1.156391 2.148668
B1 -1.029895 -2.323639 -2.908660
H1 -4.534665 -1.567147 2.983753
H2 -0.238897 -0.558105 2.380984
H3 0.974531 -4.618001 2.968586
H4 -1.417478 -2.861574 4.634801
H5 -3.039704 -3.009897 3.920929
H6 -1.608797 -3.336064 2.927042
H7 0.721473 2.712173 0.057034
H8 0.765562 3.170760 -1.630528
H9 2.565535 0.076843 0.851593
H10 0.261178 -2.676038 1.639804
H11 4.529644 1.815347 -2.290733
H12 -3.923758 6.634308 -0.875859
H13 -5.070125 6.152171 -3.050236
H14 4.836451 -2.829255 3.497226
H15 4.337443 -1.029489 0.068439
H16 3.216349 -2.181455 -3.186113
H17 1.603326 4.178245 -0.427437
H18 -4.590472 3.954956 -4.167312
H19 5.672074 -1.746574 1.005618
H20 4.949186 -0.382207 -3.375676
H21 5.605434 0.017489 0.744811
H22 1.155998 -1.739255 -1.899971
H23 -4.398445 0.054066 -0.982007
H24 3.259791 -4.717564 3.931808
H25 -5.688445 -0.899126 0.875630

Atoms 1-3, force components in eV/Å:
Co -0.14 -0.08 -0.23
Cl -0.02 0.00 -0.05
Cl -0.02 -0.19 -0.02

As for the multiplicity: 2. Its orbital gap (spin up / spin down) is 4.3 / 4.4 eV. Its net charge is -2. The molecular weight is 682.2 g/mol. The value obtained for the electronic energy is -115768.535 eV. As for the expectation value of S²: 1.127.

=====

No. 2
The following is a quantum chemistry calculation of a structure of composition C28H25BrN4O2SSn, from the OMol25 dataset.

Positions of all 62 atoms, in Å:
Sn1 -0.115738 -0.294916 0.618391
Br1 3.620546 3.134490 -4.619485
S1 -2.196437 -0.060814 -0.546068
O1 1.689727 -0.373274 -0.096631
O2 -0.450422 -2.217039 1.095170
N1 -2.221366 -2.800337 -0.261766
N2 -4.224890 -1.744209 -0.361009
N3 -0.372044 0.267711 2.675521
N4 0.088309 1.863481 0.619222
C1 0.867557 2.478913 -0.206339
C2 -0.598371 2.453421 1.700454
C3 -0.410356 -4.327285 0.020082
C4 -5.106679 -0.565109 -0.441448
C5 -0.493752 -0.565309 3.699887
C6 2.969786 2.064863 -3.218248
C7 -1.065013 3.736606 1.771718
C8 -0.478551 -6.557512 -0.878892
C9 1.675355 1.817163 -1.193182
C10 -1.471844 1.131439 5.062361
C11 -1.068672 -3.047601 0.271230
C12 2.028955 0.446129 -1.143086
C13 -2.913533 -1.674584 -0.314754
C14 -4.882931 -3.076220 -0.388380
C15 -0.783215 1.573963 2.797890
C16 0.846252 -6.740554 -0.499218
C17 2.835368 -0.089057 -2.132748
C18 3.296146 0.711776 -3.164828
C19 -1.681999 4.198114 2.953486
C20 -5.522657 -0.230332 -1.864894
C21 -4.803415 -3.742783 -1.753626
C22 0.917881 -4.520337 0.409129
C23 1.543633 -5.724043 0.141885
C24 2.180810 2.614829 -2.235202
C25 -1.374156 2.038477 3.983213
C26 -1.015353 -0.153658 4.928651
C27 -1.107307 -5.354570 -0.623132
C28 -1.822263 3.380595 4.038841
H1 -1.910882 1.464176 5.994884
H2 -2.036178 5.218577 2.994505
H3 -5.919204 -2.902759 -0.106606
H4 -4.427102 -3.695124 0.380895
H5 2.573422 -5.874889 0.434628
H6 -3.771576 -3.911956 -2.053958
H7 1.456349 -3.729104 0.911453
H8 -0.175791 -1.586792 3.536480
H9 -5.975628 -0.792824 0.173879
H10 -1.067819 -0.861933 5.742180
H11 -1.017193 -7.356690 -1.368848
H12 3.110962 -1.133031 -2.080132
H13 -6.088324 -1.042536 -2.317597
H14 1.336563 -7.683718 -0.700366
H15 -0.962274 4.406146 0.927203
H16 -2.139614 -5.203054 -0.905906
H17 0.935928 3.565175 -0.149620
H18 1.934947 3.668878 -2.263559
H19 -6.161516 0.651844 -1.853271
H20 -4.656601 -0.017563 -2.492360
H21 3.926354 0.283464 -3.932616
H22 -5.295655 -3.146621 -2.519471
H23 -4.598146 0.275952 0.025168
H24 -5.310207 -4.706097 -1.704143
H25 -2.276679 3.745650 4.950382

Atoms 1-3, force components in eV/Å:
Sn -0.48 0.14 0.22
Br -0.01 -0.01 0.02
S 0.08 0.07 -0.11

Its orbital gap is 6.9 eV. Its net charge is +2. The molecular weight is 680.2 g/mol. For the energy relative to the best compared isomer or geometry (same formula, charge and spin), the calculation gives 0.000 eV. The value obtained for the electronic energy is -126194.548 eV.

=====

No. 3
The following is a quantum chemistry calculation of a structure of composition C28H25CdF5NOS in a non-equilibrium geometry, from the OMol25 dataset.

Positions of all 62 atoms, in Å:
Cd1 -0.318133 0.579323 1.088931
S1 -1.949902 1.072945 2.877612
F1 0.902893 -0.045620 6.962139
F2 -1.685875 3.801928 4.042644
F3 -0.019814 -0.615942 4.481743
F4 -0.791657 4.397590 6.568072
F5 0.472100 2.450280 8.042018
O1 -0.332946 0.553827 -1.233824
N1 -1.143369 0.987344 -3.281762
C1 -1.201105 -2.173638 2.124182
C2 2.327513 -0.314380 2.222223
C3 -1.073329 1.515422 4.291310
C4 -0.160919 2.076287 -3.478873
C5 2.651599 -0.071618 -4.841721
C6 1.212511 1.547261 -3.764336
C7 -1.129489 2.831034 4.806858
C8 0.050939 2.173151 6.795339
C9 -2.263117 -1.944881 -1.469302
C10 -1.529231 -2.664796 -2.609337
C11 1.959398 1.236649 0.539564
C12 0.229547 0.895652 6.266166
C13 -2.049325 -1.659084 1.100218
C14 2.720194 -0.885960 0.990250
C15 -0.390793 -2.907096 0.098946
C16 -1.539293 -2.113338 -0.155458
C17 2.340273 2.205584 -3.255474
C18 -0.308170 0.595172 5.026716
C19 -3.663712 -2.550230 -1.288698
C20 -1.247438 0.382633 -2.088579
C21 1.369797 0.423609 -4.572439
C22 2.518057 0.062432 -0.039657
C23 -0.172918 -2.926501 1.502740
C24 1.860686 1.011100 1.968014
C25 -0.611734 3.155926 6.054083
C26 3.618795 1.714333 -3.526309
C27 3.780779 0.575771 -4.326881
C28 -2.480487 -0.436034 -1.821775
H1 -1.524615 -3.745018 -2.404379
H2 -1.370526 -2.067810 3.192032
H3 4.489565 2.220696 -3.105776
H4 -4.194772 -2.593287 -2.246613
H5 -3.134161 -0.387929 -2.712433
H6 4.780444 0.191456 -4.541271
H7 1.646617 1.775464 2.710205
H8 2.789512 -0.055011 -1.089714
H9 0.478515 -0.066894 -4.972020
H10 -0.128030 2.701774 -2.581155
H11 -2.053017 -2.500288 -3.561969
H12 2.756533 -0.967741 -5.451809
H13 1.829695 2.197783 0.044995
H14 -3.034103 0.060610 -1.002163
H15 0.167711 -3.456724 -0.664775
H16 3.147078 -1.878456 0.859712
H17 -1.977515 1.046920 -3.863382
H18 -2.994618 -1.129524 1.230923
H19 0.645738 -3.442206 1.999044
H20 2.187863 3.092880 -2.635206
H21 2.416913 -0.776951 3.203016
H22 -0.534683 2.683914 -4.312075
H23 -4.263936 -1.954384 -0.589060
H24 -3.587735 -3.569270 -0.892877
H25 -0.490779 -2.316158 -2.708563

Atoms 1-3, force components in eV/Å:
Cd 0.04 -1.25 0.24
S -0.69 0.23 -0.47
F -0.23 0.49 -0.20

Its orbital gap is 5.7 eV. Its net charge is -1. The molecular weight is 631.0 g/mol. The value obtained for the electronic energy is -61966.252 eV.

=====

No. 4
The following is a quantum chemistry calculation of a structure of composition C28H25CoIN4OSSi, from the OMol25 dataset.

Positions of all 62 atoms, in Å:
I1 -0.611610 -3.839192 0.533293
Co1 0.197076 -0.662897 0.218737
S1 0.955939 3.835521 -1.088934
Si1 2.284934 -0.492408 1.086794
O1 1.005229 -1.629907 -1.211083
N1 -1.702884 -1.278572 -0.417999
N2 -0.557746 0.281955 1.793364
N3 0.190205 1.488925 -0.479598
N4 -1.056730 2.126518 2.922366
C1 3.394916 0.561284 -0.038961
C2 3.879357 1.803919 0.373695
C3 3.610083 0.196625 -1.375395
C4 -2.583474 -0.443107 -0.978847
C5 4.286668 1.034068 -2.251168
C6 -1.996518 -2.572127 -0.381507
C7 0.209932 3.613700 0.431841
C8 3.172079 -3.161613 0.437583
C9 4.546209 2.654150 -0.502260
C10 -1.116560 -1.339215 3.639275
C11 3.825933 -4.825639 2.052408
C12 4.752623 2.270786 -1.819074
C13 3.584363 -4.452917 0.735712
C14 3.006504 -2.204844 1.445307
C15 -1.907989 -0.231455 5.651130
C16 0.736159 2.175705 -1.435233
C17 -1.320183 1.073502 3.778731
C18 -0.596691 1.592543 1.759023
C19 -1.785786 1.023579 5.086600
C20 -4.068029 -2.225810 -1.499491
C21 -3.168891 -3.095638 -0.910493
C22 -3.773758 -0.869805 -1.531426
C23 -1.000671 -0.081338 3.054553
C24 0.628897 -1.290219 -2.497467
C25 -1.574491 -1.394281 4.940073
C26 3.257469 -2.599778 2.761805
C27 3.658703 -3.894918 3.067345
C28 -0.101031 2.298634 0.594372
H1 2.413510 0.218889 2.412613
H2 0.963187 -0.281346 -2.805439
H3 -2.296484 0.601157 -0.986555
H4 3.215407 -0.752289 -1.720641
H5 -2.033216 1.918880 5.641577
H6 -2.262284 -0.320581 6.669466
H7 -3.360421 -4.156946 -0.854908
H8 1.084876 1.735932 -2.356660
H9 1.074192 -1.987626 -3.222675
H10 0.099735 4.423897 1.133330
H11 4.143420 -5.834940 2.284663
H12 4.912096 3.612685 -0.152888
H13 2.934431 -2.897593 -0.585350
H14 -4.449836 -0.156883 -1.981656
H15 -4.988161 -2.602458 -1.926595
H16 -1.673676 -2.353779 5.429735
H17 5.279015 2.926485 -2.501991
H18 -0.841940 -2.227222 3.086369
H19 -1.151834 3.104615 3.127045
H20 -0.462010 -1.315274 -2.675620
H21 3.708454 -5.175969 -0.061978
H22 3.137714 -1.880149 3.565201
H23 4.450825 0.723158 -3.276745
H24 3.846164 -4.174910 4.097308
H25 3.730771 2.116202 1.402558

Atoms 1-3, force components in eV/Å:
I -0.02 -0.03 -0.01
Co -0.03 -0.06 0.09
S -0.18 0.03 0.00

As for the multiplicity: 2. Its orbital gap (spin up / spin down) is 6.7 / 6.6 eV. Its net charge is 0. The molecular weight is 679.5 g/mol. For the energy relative to the best compared isomer or geometry (same formula, charge and spin), the calculation gives 0.031 eV. The value obtained for the electronic energy is -101890.650 eV. As for the expectation value of S²: 0.787.